No. 1
Formula: C2H8O3
Source: the OMol25 dataset
Level of theory: ωB97M-V/def2-TZVPD

Structure (ORCA input):
```
! wB97M-V def2-TZVPD RIJCOSX def2/J DEFGRID3
* xyz 0 1
C -1.3465 1.0146 1.9863
C -0.5480 0.4268 1.0993
O 0.8099 0.2691 1.2835
H -2.3768 0.7073 1.8676
H -0.9911 1.5266 2.8698
H -0.9883 0.0340 0.1969
H 1.1358 -0.1521 0.4719
O 2.3377 0.0907 -1.4976
H 2.3684 1.0414 -1.3665
H 1.7151 -0.0874 -2.2068
O -0.3406 -1.6059 -1.5377
H -0.8195 -1.8741 -2.3190
H -0.9560 -1.3910 -0.8475
*
```

Properties
E_HOMO   -0.3290 Eh
Structure (SMILES)   C=CO.O.O
Total energy   -306.6771 hartree
Max |F|   1.44 eV/Å
Kohn-Sham gap   9.4 eV

---

No. 2
Formula: C16H37BrN5O4P3Pd
Source: the OMol25 dataset
Level of theory: ωB97M-V/def2-TZVPD

Structure (ORCA input):
```
! wB97M-V def2-TZVPD RIJCOSX def2/J DEFGRID3
* xyz 4 5
Pd 0.4676 1.0886 -0.2018
O -0.7722 8.1722 -0.1597
C -0.1127 7.0720 -0.1353
C 1.3135 6.9728 -0.1774
C 1.8733 5.7126 -0.1564
N 1.1414 4.5898 -0.0768
C -0.1892 4.6950 -0.0043
Br -1.1429 3.0267 0.2050
C -0.8841 5.8677 -0.0510
H -0.2526 9.0051 -0.1987
H 1.9466 7.8524 -0.2219
H 2.9482 5.5893 -0.1999
H -1.9645 5.9341 -0.0264
C -1.7398 0.1809 -2.6246
N -1.9604 -1.1303 -2.0303
C -2.0000 -2.2736 -2.9313
P -2.2218 -1.2278 -0.3964
O -1.7070 -0.0895 0.3826
O -1.4517 -2.6019 0.0492
P 0.1066 -2.4422 0.4801
O 0.7891 -1.3765 -0.2717
N 0.7081 -3.9734 0.1721
C 0.0105 -5.1786 0.5803
C 2.1096 -4.1041 -0.1988
N 0.0706 -2.1953 2.1254
C 0.9219 -1.1825 2.7318
C -0.5643 -3.1396 3.0322
N -3.8250 -1.5974 -0.1005
C -4.5608 -2.6371 -0.7958
C -4.5959 -0.7442 0.7863
H -2.0003 0.1568 -3.6813
H -0.6737 0.4551 -2.5482
H -2.3359 0.9459 -2.1309
H -2.9188 -2.2820 -3.5263
H -1.9126 -3.2053 -2.3762
H -1.1629 -2.2109 -3.6304
H -1.0622 -5.0100 0.6359
H 0.3739 -5.5500 1.5480
H 0.2088 -5.9721 -0.1443
H 2.7581 -4.1637 0.6846
H 2.4187 -3.2568 -0.8055
H 2.2460 -5.0321 -0.7545
H 1.2104 -0.4393 1.9922
H 1.8144 -1.6237 3.1869
H 0.3603 -0.6920 3.5298
H -1.2857 -3.7626 2.5083
H -1.0855 -2.5945 3.8223
H 0.1727 -3.7778 3.5330
H -3.9767 -3.0930 -1.5902
H -5.4944 -2.2357 -1.1984
H -4.8512 -3.4187 -0.0825
H -3.9579 -0.0315 1.2983
H -5.1070 -1.3755 1.5231
H -5.3853 -0.2149 0.2416
C 3.8013 -0.1854 -0.1486
P 2.8513 1.3651 -0.1576
C 3.3917 2.2077 1.3670
C 3.5304 2.2467 -1.5957
H 4.8663 0.0561 -0.1373
H 3.5846 -0.7617 -1.0468
H 3.5708 -0.7803 0.7341
H 4.3922 2.6242 1.2268
H 3.4363 1.4899 2.1855
H 2.7127 3.0094 1.6414
H 4.5786 2.4940 -1.4114
H 2.9824 3.1605 -1.8124
H 3.4862 1.5930 -2.4664
*
```

Properties
E_HOMO (spin up / spin down)   -0.6749 / -0.7070 Eh
⟨S²⟩   6.067
Total energy   -4931.1155 hartree
Max |F|   1.58 eV/Å
Kohn-Sham gap (spin up / spin down)   7.9 / 4.6 eV

---

Record order is preserved below.
Relative energy (zero: lowest compared OMol25 entry of this formula, charge and spin): 20.6; 7.1 kcal/mol